# 1
Here is a cluster of 2 separate species, C4H10ClN in total in a non-equilibrium geometry from OMol25. Energies are from the ωB97M-V functional and the def2-TZVPD basis.

XYZ file:
```
16
Properties=species:S:1:pos:R:3:forces:R:3
C 0.24017 -0.08192 2.08150 0.537 1.260 -0.871
C -0.20502 0.99443 -1.59862 -0.723 1.576 0.247
C 0.72967 0.39779 0.68919 -2.755 0.329 -0.225
C -0.36530 0.13938 -0.40334 0.743 -2.932 0.554
N -0.26526 -1.91873 -0.79537 -1.319 2.962 0.745
Cl -1.99294 0.10674 0.24706 -0.072 0.293 -0.497
H -0.24939 -0.99562 1.98575 -1.187 -1.456 -0.133
H -0.35540 0.65277 2.66091 0.203 -0.370 -0.784
H 1.07906 -0.29945 2.65508 1.707 -0.222 1.260
H -0.90832 0.82951 -2.36764 -0.911 -0.671 -0.833
H -0.43700 2.04396 -1.29787 0.222 -0.536 0.129
H 0.75393 1.04685 -2.06300 0.959 -0.439 0.093
H 1.51852 -0.15739 0.17513 0.752 0.500 1.006
H 0.81389 1.51696 0.82044 0.605 -1.113 -0.866
H -0.93768 -2.03790 -1.56823 0.025 0.472 0.470
H 0.58107 -2.23737 -1.22100 1.216 0.346 -0.295
```
Forces are in eV/Å.

Its HOMO-LUMO gap is 0.3607 hartree. Its net charge is 0. The calculation puts the strongest force on any atom at 0.0647 Eh/bohr. For the highest occupied orbital energy, the calculation gives -9.11 eV.

=====

# 2
Here is an isolated molecule of C4H10ClN in a non-equilibrium geometry from OMol25. Energies are from the ωB97M-V functional and the def2-TZVPD basis.

XYZ file:
```
16
Properties=species:S:1:pos:R:3:forces:R:3
C -1.41694 0.32216 0.85424 1.511 -0.341 2.997
C -0.11009 0.51106 0.16790 2.241 -0.335 0.723
C 0.49464 1.93309 0.00064 1.137 -0.675 2.780
Cl -0.14455 -0.33605 -1.46152 -0.347 0.896 -0.854
C 0.81752 -0.38542 0.87270 2.390 2.767 1.091
N 0.30416 -1.68412 0.88969 1.986 -2.441 -2.395
H -1.38615 -0.78821 1.40335 -0.937 3.039 -2.209
H -2.00276 0.57585 0.01537 -2.530 0.105 0.183
H -1.27403 1.08116 1.71040 -1.256 -0.777 -1.286
H -0.21003 2.30256 -0.67561 -0.481 2.065 -0.995
H 0.82711 2.59746 0.99369 -1.918 -1.859 -2.270
H 1.48851 1.77789 -0.39342 0.034 0.087 -0.896
H 1.92349 -0.06764 0.66019 -1.451 -1.430 -0.327
H 0.75086 -0.18904 1.91538 0.015 1.421 1.227
H 0.86577 -1.98766 1.64813 0.291 -2.163 0.537
H 0.63472 -2.08601 -0.03231 -0.684 -0.358 1.696
```
Forces are in eV/Å.

Its HOMO-LUMO gap is 0.3903 hartree. Its net charge is 0. The calculation puts the strongest force on any atom at 0.0769 Eh/bohr. For the highest occupied orbital energy, the calculation gives -9.80 eV.

=====

# 3
Here is a cluster of 2 separate species, C4H10ClNSi2 in total in a non-equilibrium geometry from OMol25. Energies are from the ωB97M-V functional and the def2-TZVPD basis.

XYZ file:
```
18
Properties=species:S:1:pos:R:3:forces:R:3
H 0.21476 -0.06570 -2.42900 -0.747 1.501 -4.380
N 0.35330 -0.32491 -1.54177 -0.189 -2.510 3.039
Si -0.41799 -1.64613 -0.96536 2.390 2.266 1.267
C 0.61420 -1.97729 0.55072 -2.986 -1.363 -0.706
C 0.47299 -2.85237 1.53415 2.208 0.488 0.486
H -1.57403 -2.40527 -1.29477 -0.779 -0.689 -0.394
H 1.40549 -1.31486 0.60987 1.608 1.235 -0.168
H 1.40216 -2.78181 2.17028 -1.619 -0.832 0.227
H -0.31897 -3.57272 1.65206 0.048 -0.148 0.135
C 0.26480 2.06464 1.48451 -0.728 0.296 3.028
C 0.29928 1.86415 0.20907 -0.255 -0.029 -4.157
Si -1.14778 2.01906 -1.03150 -0.439 1.684 3.312
Cl -2.60357 0.68043 -0.35725 -0.268 -0.579 -0.511
H 1.18169 1.95693 2.08175 -0.457 0.124 -0.083
H -0.69307 2.29381 2.07086 1.429 -0.291 -1.017
H 1.17183 1.61534 -0.41597 0.169 0.092 1.156
H -1.92722 3.25338 -0.36544 0.784 -0.864 -1.316
H -0.82338 2.24474 -2.45290 -0.167 -0.381 0.083
```
Forces are in eV/Å.

Its HOMO-LUMO gap is 0.3343 hartree. Its net charge is 0. The calculation puts the strongest force on any atom at 0.0912 Eh/bohr. For the highest occupied orbital energy, the calculation gives -9.36 eV.

=====

# 4
Here is a structure of composition C4H10DyO2 in a non-equilibrium geometry from OMol25. Energies are from the ωB97M-V functional and the def2-TZVPD basis.

XYZ file:
```
17
Properties=species:S:1:pos:R:3:forces:R:3
H 2.28582 2.20124 -2.43739 -0.348 0.138 -0.310
C 0.81791 3.14345 -0.37735 0.789 1.140 -0.010
O 0.30310 1.82793 -0.55069 -1.355 -1.837 1.709
C 0.45618 1.25123 -1.85094 2.440 -2.709 -1.874
C 1.23058 2.19299 -2.74274 -0.280 0.016 -1.107
H 0.76720 3.43585 0.67684 -0.150 -0.346 0.022
H 1.87352 3.14759 -0.68100 -0.430 0.299 0.319
H 0.25421 3.89124 -0.95132 0.120 -0.346 0.261
H -0.34376 0.64666 -2.30253 -1.431 1.908 0.437
H 0.82658 3.21485 -2.76405 0.181 -0.456 -0.132
H 1.16743 1.82544 -3.77495 0.168 0.009 0.250
H 1.08440 0.25947 -1.91264 0.103 1.698 1.468
C -2.43911 -0.91654 -1.09032 -0.028 1.296 -0.420
O -2.16630 0.06733 -0.39353 0.392 -1.265 0.681
Dy -0.54664 0.52646 1.47439 -0.155 0.759 -1.713
H -3.48506 -1.23002 -1.22874 0.211 -0.057 0.162
H -1.64420 -1.38452 -1.69465 -0.224 -0.246 0.256
```
Forces are in eV/Å.

Its HOMO-LUMO gap (spin up / spin down) is 0.3258 / 0.2905 hartree. Its net charge is +2. The multiplicity is 7. The calculation puts the strongest force on any atom at 0.0797 Eh/bohr. For the highest occupied orbital energy (spin up / spin down), the calculation gives -17.41 / -17.41 eV.

=====

# 5
Here is a cluster of 2 separate species, C4H10F3N2O2S in total in a non-equilibrium geometry from OMol25. Energies are from the ωB97M-V functional and the def2-TZVPD basis.

XYZ file:
```
22
Properties=species:S:1:pos:R:3:forces:R:3
O 1.28841 -1.22115 2.42760 0.276 -0.384 0.021
C 0.75874 -0.62941 1.28905 0.207 0.119 0.181
C 1.83347 -0.07294 0.36239 -0.807 -0.200 0.244
S 2.89868 1.18276 1.06439 0.800 0.310 -1.184
C -0.32833 0.39758 1.63778 -0.406 -0.286 -0.225
F -0.28793 1.44186 0.80425 -0.080 0.352 -0.355
F -1.55981 -0.11805 1.59789 0.300 -0.021 0.036
F -0.12570 0.87671 2.85925 0.161 0.344 0.718
H 1.50968 -0.56754 3.09395 -0.185 0.133 0.315
H 0.29794 -1.42413 0.73149 -0.332 -0.341 -0.389
H 2.43100 -0.89317 0.01413 0.712 -0.256 -0.014
H 1.38879 0.36921 -0.51627 -0.165 0.314 -0.457
H 2.00266 2.05827 1.54428 -0.079 -0.107 0.531
H 3.44612 0.63273 2.16095 -0.460 -0.004 0.362
C -1.44767 -0.28479 -2.34823 0.207 -0.037 0.084
O -0.22379 -0.36698 -2.22873 0.082 0.121 0.246
N -2.27180 -0.66576 -1.33519 -0.177 0.096 -0.168
N -2.03717 0.18610 -3.47173 0.034 0.034 -0.014
H -3.27274 -0.61354 -1.36389 -0.013 0.000 -0.064
H -1.83211 -1.01402 -0.51137 -0.069 -0.139 0.146
H -1.43809 0.46820 -4.22523 0.007 -0.013 -0.019
H -3.03036 0.25805 -3.58676 -0.016 -0.033 0.007
```
Forces are in eV/Å.

Its HOMO-LUMO gap is 0.3383 hartree. Its net charge is +1. The calculation puts the strongest force on any atom at 0.0284 Eh/bohr. For the highest occupied orbital energy, the calculation gives -13.01 eV.

=====

# 6
Here is a structure of composition C4H10F6Li4N4O17S6 in a non-equilibrium geometry from OMol25. Energies are from the ωB97M-V functional and the def2-TZVPD basis.

XYZ file:
```
51
Properties=species:S:1:pos:R:3:forces:R:3
Li 0.84487 -0.12618 4.08218 -1.004 0.583 -0.284
Li 2.13914 1.71779 -0.13552 -0.140 -0.568 1.826
Li -3.19008 -0.29498 -0.21857 0.472 0.261 0.675
Li 1.15968 0.09083 -2.01387 -1.140 -1.047 -0.282
N -3.25088 0.25172 -2.07485 2.062 1.120 -1.304
S -2.02181 1.30245 -2.50868 -0.100 2.376 2.405
O -2.16041 2.08878 -3.67554 -0.240 -0.822 -0.783
O -0.71399 0.83109 -2.16724 0.177 -0.302 -0.002
F -2.33864 2.36672 -1.39558 0.079 -0.479 0.434
S -3.35646 -0.49889 -3.47891 -1.418 -2.551 -1.480
O -2.10524 -1.01045 -3.95068 0.293 0.252 0.194
O -4.21094 0.13656 -4.39917 -0.434 0.270 -0.205
F -4.11622 -1.80830 -3.02439 -0.040 0.348 0.468
N 2.77981 -0.05575 4.03486 1.557 1.985 0.123
S 3.33423 1.43838 4.59666 -1.151 -0.295 2.287
O 2.66682 2.53470 4.00225 0.092 0.146 -0.728
O 4.71837 1.45146 4.87305 0.278 0.006 -0.282
F 2.62969 1.31571 5.99694 0.000 -0.279 -0.022
S 3.52690 -0.13803 2.64829 -1.249 -2.332 -2.432
O 4.93002 -0.27050 2.61932 0.382 0.189 0.284
O 2.89421 0.65591 1.62255 0.575 1.185 -0.366
F 2.96398 -1.57037 2.20631 0.202 0.019 0.552
N -2.90578 1.96805 5.09466 2.012 -0.127 -2.213
S -3.36063 1.24012 3.73815 -3.046 -2.400 1.097
O -2.81942 -0.08382 3.59320 0.472 0.421 -0.536
O -3.58285 2.04295 2.58366 0.489 0.232 -0.404
F -4.85155 0.87122 4.20792 0.360 0.560 0.060
S -1.40389 2.43289 4.63967 -0.076 2.144 2.995
O -1.36819 3.62822 3.87763 0.079 -0.191 -0.764
O -0.43404 1.41658 4.36058 0.273 -0.896 -0.274
F -0.94586 2.92447 6.07087 -0.145 -0.262 0.031
N -0.21863 0.09558 0.99182 -0.342 0.309 0.663
O -1.37747 0.07168 0.58970 -0.687 -0.313 -0.868
O 0.73385 0.30826 0.18224 0.701 0.437 -1.379
O 0.01714 -0.05090 2.16899 0.499 -0.433 0.315
C 0.83598 0.20524 -5.17881 0.379 0.907 0.341
O 0.97219 -0.48631 -3.94436 -0.004 0.111 0.269
C 0.77494 -1.88566 -4.06048 1.195 -0.591 -0.203
C 0.56047 -2.46683 -2.69201 -0.961 -0.001 0.183
O 1.63314 -2.12200 -1.82610 -0.096 0.459 -0.360
C 1.58270 -2.80963 -0.57915 0.527 0.128 -0.028
H -0.20230 0.22422 -5.50752 0.063 -0.444 -0.255
H 1.57679 -0.14916 -5.89759 -0.383 -0.350 -0.230
H 1.10773 1.24852 -5.00087 -0.056 -0.037 0.193
H 1.69354 -2.33411 -4.46622 0.022 0.112 -0.070
H -0.02034 -2.14698 -4.75765 -0.325 0.217 0.273
H 0.43679 -3.55181 -2.76026 0.177 -0.023 -0.056
H -0.37916 -2.06631 -2.28607 0.011 -0.035 0.059
H 2.47385 -2.49095 -0.04597 -0.140 0.041 0.218
H 1.66174 -3.88947 -0.72416 -0.220 0.002 -0.116
H 0.68622 -2.55269 -0.01125 -0.030 -0.042 -0.016
```
Forces are in eV/Å.

Its HOMO-LUMO gap is 0.2584 hartree. Its net charge is 0. The calculation puts the strongest force on any atom at 0.0784 Eh/bohr. For the highest occupied orbital energy, the calculation gives -9.49 eV.

=====

Q: Look up the strongest force on any atom of the first one.
A: 0.0647 Eh/bohr